125
Properties=species:S:1:pos:R:3 method="wB97M-V/def2-TZVPD" e_tot_ha=-4285.48551 mol_weight_g_mol=940.9 total_charge=-1
C 5.7439 -13.3969 -13.6379
F 6.3373 -14.2051 -12.7634
F 4.8510 -14.0788 -14.3407
F 5.1997 -12.3922 -12.9597
S 7.0655 -12.7112 -14.7917
O 8.0924 -12.2673 -13.8732
O 7.4291 -13.8307 -15.6185
N 6.3248 -11.4039 -15.5569
S 5.8826 -11.9527 -17.0156
O 6.9662 -11.9838 -17.9648
O 5.0507 -13.1242 -16.9643
C 4.7962 -10.5316 -17.6065
F 3.6735 -10.4439 -16.8780
F 5.5097 -9.4284 -17.5134
F 4.4033 -10.7779 -18.8532
O 3.5961 -7.3070 -16.2969
H 2.9188 -6.6393 -16.1517
H 3.2200 -7.8949 -16.9593
O 7.9029 -9.7085 -12.4949
H 8.1270 -10.5100 -12.9915
H 8.1956 -9.8953 -11.5971
O 7.7320 -8.9870 -15.4698
H 8.4647 -9.0271 -16.0931
H 7.2639 -9.8388 -15.5932
O 5.0970 -9.6604 -13.8119
H 4.2856 -10.0523 -13.4762
H 5.4730 -10.3491 -14.3944
C 8.4830 -17.5358 -8.2443
C 9.3382 -17.0428 -9.3985
C 10.0226 -18.1469 -10.2292
O 9.5176 -17.9663 -11.5525
C 8.6277 -16.9590 -11.5789
O 8.0712 -16.5650 -12.5518
O 8.4063 -16.4740 -10.3485
H 7.9121 -18.4176 -8.5285
H 7.8634 -16.7056 -7.9080
H 9.1281 -17.7792 -7.3944
H 9.9509 -16.2039 -9.0698
H 9.7907 -19.1360 -9.8416
H 11.0946 -17.9590 -10.2618
C 4.2820 -16.9016 -9.4412
C 4.9098 -15.8097 -10.2752
C 3.8826 -14.7274 -10.6915
O 4.4891 -13.5102 -10.3503
C 5.5216 -13.7060 -9.5008
O 6.1870 -12.8441 -9.0355
O 5.7455 -15.0327 -9.3888
H 5.0237 -17.5077 -8.9181
H 3.7437 -17.6151 -10.0745
H 3.5649 -16.5477 -8.7001
H 5.5154 -16.2131 -11.0854
H 2.9263 -14.9303 -10.2092
H 3.7940 -14.7291 -11.7767
C 1.9940 -12.3395 -13.2829
O 2.5038 -11.0234 -13.4382
H 2.4670 -12.9670 -14.0458
H 2.3105 -12.8088 -12.3515
H 0.9065 -12.4105 -13.3219
H 2.1005 -10.6642 -14.2359
C 7.5831 -6.5491 -17.8124
O 7.8494 -5.9522 -19.0913
H 6.8357 -7.3319 -17.9009
H 8.4937 -7.0006 -17.4127
H 7.2532 -5.7757 -17.1171
H 8.7110 -5.5338 -19.0699
C 3.5343 -17.0371 -13.8023
O 3.6893 -16.9847 -15.1968
H 4.3689 -17.5501 -13.3262
H 3.4570 -16.0473 -13.3438
H 2.6278 -17.5966 -13.5338
H 2.9750 -16.4838 -15.5968
C 6.4334 -13.0809 -21.3694
O 5.5776 -12.0568 -21.8926
H 5.8898 -13.8828 -20.8708
H 7.0201 -13.4631 -22.2104
H 7.0979 -12.5568 -20.6877
H 4.8398 -12.4341 -22.3753
C 8.7746 -10.0362 -19.9566
O 9.4402 -10.3925 -21.1621
H 9.0080 -9.0058 -19.6576
H 7.6866 -10.0993 -20.0198
H 9.0806 -10.6478 -19.1094
H 8.7921 -10.2253 -21.8520
C 5.1616 -8.0060 -20.4389
O 5.9593 -6.9430 -20.9039
H 5.7182 -8.9470 -20.3532
H 4.7289 -7.7940 -19.4544
H 4.3445 -8.2173 -21.1306
H 6.5226 -6.6671 -20.1625
C 0.7176 -11.1260 -19.0557
O -0.5244 -10.5466 -19.4453
H 0.6098 -11.6654 -18.1096
H 0.9997 -11.8334 -19.8417
H 1.5182 -10.3965 -18.9681
H -1.0635 -11.2381 -19.8321
C 10.6119 -12.7314 -18.1496
O 11.4724 -13.7122 -17.6257
H 9.6607 -13.1726 -18.4752
H 10.3075 -11.9638 -17.4275
H 11.0896 -12.2584 -19.0050
H 11.0393 -14.1848 -16.8985
C 10.7130 -16.0669 -14.6584
O 10.1475 -15.1687 -15.5814
H 10.0373 -16.9239 -14.5342
H 11.6653 -16.4432 -15.0206
H 10.7827 -15.6538 -13.6458
H 9.2077 -15.0226 -15.4340
C 3.5130 -10.1651 -10.3819
O 2.6714 -9.4268 -11.2767
H 3.5974 -9.5040 -9.5232
H 3.0450 -11.1234 -10.1300
H 4.4768 -10.3901 -10.8462
H 2.5358 -9.9857 -12.0652
C 11.1401 -10.5945 -13.5268
O 10.8209 -11.6207 -14.4365
H 11.2776 -10.9470 -12.4950
H 12.0431 -10.1228 -13.9138
H 10.3624 -9.8248 -13.4440
H 9.9385 -11.9691 -14.2433
C 5.9996 -16.5084 -17.9963
O 6.1058 -17.0320 -19.3211
H 6.2534 -15.4517 -18.0201
H 5.0205 -16.6108 -17.5197
H 6.6724 -17.0424 -17.3163
H 5.5251 -17.7965 -19.3523



16
Properties=species:S:1:pos:R:3 method="wB97M-V/def2-TZVPD" e_tot_ha=-606.52063 mol_weight_g_mol=230.0 de_lowest_kcal_mol=57.2
C -1.7059 1.7522 1.2655
C -0.6996 1.1074 1.0288
C 0.6118 0.5286 0.9573
I 2.0823 1.9621 1.7635
C 0.8900 -0.7628 1.0795
C -0.1879 -1.5772 0.6763
C -0.7050 -1.4530 -0.5638
C -0.0092 -0.5726 -1.5342
C 0.5276 0.6420 -1.5339
H -2.5088 2.3387 1.3159
H 1.8510 -1.2367 1.2767
H -0.5568 -2.3986 1.2379
H -1.4667 -1.9558 -1.0725
H 0.3895 -1.0004 -2.5292
H 1.2639 1.0155 -2.3466
H 0.2240 1.6106 -1.0211